Entry 1:
C3H6OS3 | ωB97M-V with the def2-TZVPD basis set

Bonds (Å) are listed after each position.
Geometry (Å):
1 C 0.11718 -0.83973 -1.39005  S5 2.033, S6 1.691, S7 1.774
2 C -0.66217 1.31347 1.07664  C3 1.444, H8 1.158, H9 1.048, H10 1.108
3 C 0.13555 0.11067 1.11605  C2 1.444, S7 1.900, H11 1.122, H12 1.107
4 O -0.35998 -2.53570 0.58894  S7 1.485
5 S 1.83471 -1.90715 -1.59752  C1 2.033
6 S -0.08535 0.39593 -2.52615  C1 1.691, H13 1.239
7 S -0.78423 -1.20153 0.09441  C1 1.774, C3 1.900, O4 1.485
8 H -0.78604 1.38195 -0.07264  C2 1.158
9 H -1.62233 1.36292 1.49432  C2 1.048
10 H -0.03178 2.04348 1.62117  C2 1.108
11 H 0.29314 -0.25270 2.16536  C3 1.122
12 H 1.16549 0.17767 0.71559  C3 1.107
13 H 0.78580 -0.04929 -3.28612  S6 1.239

Lowest unoccupied orbital energy (alpha / beta): -1.79 / -1.78 eV
HOMO energy (alpha / beta): -8.65 / -8.66 eV


Entry 2:
C3H6OSe | ωB97M-V with the def2-TZVPD basis set

Bonds (Å) are listed after each position.
Geometry (Å):
1 C -0.90898 -0.25936 0.04522  C2 1.577, O4 1.445, H6 1.136, H7 1.032
2 C 0.27989 -1.26903 -0.18469  C1 1.577, Se5 1.981, H8 1.156, H9 1.027
3 C 0.41225 1.60954 -0.06227  O4 1.319, H10 0.994, H11 1.101
4 O -0.52513 0.92469 -0.68822  C1 1.445, C3 1.319
5 Se 1.95359 -0.54270 0.58696  C2 1.981
6 H -1.83805 -0.80087 -0.32021  C1 1.136
7 H -1.12334 -0.01427 1.02462  C1 1.032
8 H -0.13820 -2.20958 0.34238  C2 1.156
9 H 0.56740 -1.43159 -1.15758  C2 1.027
10 H 1.02339 2.18065 -0.59969  C3 0.994
11 H 0.29719 1.81252 1.01347  C3 1.101

Lowest unoccupied orbital energy: -0.26 eV
HOMO energy: -7.84 eV


Quick rundown of ΔE to the lowest compared entry with this formula, charge and spin, same order as above: 302.59 164.01 kJ/mol